Density functional theory data (ωB97M-V/def2-TZVPD) for a molecular structure, C51H38GeMoN8O2.

Geometry as XYZ:
```
101
Properties=species:S:1:pos:R:3:forces:R:3:lowdin_spin:R:1
Mo 11.0131 19.4955 16.2926 0.048 2.415 1.750 1.78
N 11.9386 9.6695 13.7751 -0.124 -1.065 -0.389 0.00
C 11.5964 10.7357 13.9953 0.703 2.635 0.692 0.00
C 11.4557 12.1602 14.4366 -0.519 -2.417 -0.212 0.00
C 12.2804 13.1627 13.9675 0.661 -0.970 -0.913 0.00
C 12.1251 14.4179 14.4815 0.491 1.937 -0.772 0.00
C 11.1216 14.6774 15.3916 -0.531 -0.618 0.055 0.00
C 10.2179 13.6807 15.7765 0.407 -0.530 0.702 0.00
C 10.4479 12.3794 15.3660 0.028 0.517 -0.618 0.00
C 11.0357 16.0617 15.8427 -0.833 -0.397 -0.259 0.00
C 9.8775 16.7328 15.5122 -0.129 1.353 0.813 0.00
C 8.7974 16.2441 14.7845 1.146 -2.067 0.223 0.03
C 7.8326 17.1975 14.7984 -0.463 -0.295 -0.260 0.01
C 8.3459 18.2468 15.5252 0.104 1.622 0.854 0.04
N 9.5938 18.0348 16.0017 -1.514 -2.519 -1.564 0.00
C 12.0742 16.5512 16.5460 2.455 0.810 1.627 0.00
C 13.2130 15.8001 17.0625 -0.670 0.363 -0.170 0.03
C 13.9022 16.6530 17.8950 0.337 -0.870 -0.551 0.00
C 13.2573 17.8839 17.8055 0.915 2.512 1.309 0.03
N 12.1958 17.8918 17.0420 -0.764 -1.255 -0.838 0.00
H 13.0124 12.8964 13.1982 -0.208 0.359 0.331 0.00
H 12.6500 15.3547 14.1146 -0.191 -1.659 0.368 0.00
H 9.3955 13.8150 16.4710 0.181 0.553 -0.022 0.00
H 9.8396 11.5396 15.6689 -0.124 0.141 0.148 0.00
H 8.7645 15.1877 14.4600 -0.213 1.092 -0.191 0.00
H 6.8912 17.0047 14.3610 -0.974 0.551 -0.201 0.00
H 7.8836 19.1835 15.7851 -0.318 0.115 -0.117 0.00
H 13.4538 14.7709 16.7919 -0.182 0.397 0.315 0.00
H 14.8195 16.4809 18.4390 -0.146 -0.105 -0.030 0.00
H 13.6381 18.8254 18.3101 -0.761 -1.196 -0.696 0.00
O 12.8585 19.5487 12.6589 0.166 -0.253 -1.439 0.01
C 12.3812 19.7467 13.7416 1.221 0.780 0.443 0.01
O 11.4759 19.0810 14.3290 -0.946 -0.899 -0.449 0.05
C 12.9750 20.8873 14.5988 -0.415 0.220 1.892 0.00
C 12.2225 22.5720 12.7324 -0.103 -1.823 -1.162 0.00
Ge 13.8451 23.2714 11.6891 -1.504 0.147 -0.103 0.00
C 15.3822 22.2867 12.2664 0.914 0.204 0.462 0.00
C 16.1300 22.8229 13.3353 -1.252 0.418 0.145 0.00
C 17.2002 22.1423 13.8639 0.935 -0.628 -0.040 0.00
C 17.5678 20.9295 13.2456 -1.203 0.560 -0.396 0.00
C 16.8516 20.3776 12.1557 0.920 -0.164 1.084 0.00
C 15.7589 21.0794 11.6943 -1.026 0.106 -0.703 0.00
C 14.1862 25.1078 12.2270 -0.623 0.158 1.033 0.00
C 13.3465 25.7343 13.1924 1.129 -0.534 -1.404 0.00
C 13.7143 26.9241 13.7802 -1.675 -0.504 0.627 0.00
C 14.9047 27.5589 13.5059 -0.088 -0.589 -1.304 0.00
C 15.6855 27.0089 12.4965 0.566 -1.636 0.099 0.00
C 15.3881 25.7354 11.9428 0.283 0.857 -0.304 0.00
C 13.0804 22.8881 9.9070 0.712 -0.115 -0.521 0.00
C 12.9871 23.7368 8.7985 0.434 1.370 0.484 0.00
C 12.4943 23.3442 7.5692 -0.042 -1.475 -0.460 0.00
C 12.0630 22.0033 7.3776 0.683 1.184 0.008 0.00
C 12.1060 21.1824 8.4777 0.097 -0.331 -0.327 0.00
C 12.6716 21.5893 9.6781 -1.236 -1.475 1.652 0.00
H 14.0417 20.8068 14.6122 0.924 0.104 -0.718 0.00
H 13.1858 20.8216 16.7962 -0.166 -0.104 -1.303 0.01
H 11.4010 23.2651 12.6790 -0.026 0.688 -0.036 0.00
H 11.9006 21.6705 12.1176 0.576 1.047 1.037 0.00
H 15.7583 23.7384 13.8177 0.406 -0.289 -0.253 0.00
H 17.7837 22.5397 14.7345 -0.687 -0.471 -0.948 0.00
H 18.3691 20.4079 13.6809 1.019 -0.763 0.264 0.00
H 17.1428 19.3839 11.7605 -0.249 0.860 0.182 0.00
H 15.0871 20.7332 10.8976 0.652 -0.319 0.217 0.00
H 12.4475 25.2649 13.5406 -0.304 -0.135 -0.163 0.00
H 12.9038 27.2381 14.4449 0.902 0.695 0.276 0.00
H 15.1838 28.4431 14.0097 0.283 0.886 0.371 0.00
H 16.6594 27.3719 12.2086 0.031 0.587 0.187 0.00
H 16.1530 25.2535 11.2980 -0.666 0.425 0.338 0.00
H 13.3350 24.7752 8.9172 -0.197 -0.450 -0.158 0.00
H 12.5351 24.0111 6.7258 -0.113 0.280 -0.064 0.00
H 11.8128 21.5640 6.4026 -0.203 0.613 0.425 0.00
H 11.7089 20.1929 8.3482 0.105 -0.463 0.275 0.00
H 12.5999 20.8493 10.5306 0.477 0.752 -1.082 0.00
N 8.1160 25.3289 12.3408 0.401 -0.652 0.799 0.00
C 8.4246 24.5202 13.1086 -0.461 0.458 -0.308 0.00
C 8.7449 23.4023 13.9739 -0.001 0.204 0.494 0.00
C 8.9383 23.4706 15.3581 -0.429 1.586 -1.827 0.00
C 9.3484 22.3448 15.9793 0.767 -1.173 0.767 0.00
N 9.6715 21.2199 15.3396 -0.469 -1.465 -0.725 0.00
C 9.3587 21.0780 13.9976 0.940 0.536 3.603 0.00
C 8.8833 22.1674 13.3632 -0.166 0.255 -1.726 0.00
H 8.8853 24.4051 15.8971 -0.263 -0.028 0.023 0.00
H 9.4767 22.3878 17.0499 0.320 -0.381 0.111 0.00
H 9.6074 20.1203 13.5903 -0.078 -0.214 -0.470 0.00
H 8.7472 22.0724 12.3078 -0.319 0.170 -0.561 0.00
N 12.5656 20.5787 15.9938 -0.045 0.344 0.572 -0.05
C 12.5395 22.2813 14.1316 -0.684 0.179 -0.267 0.00
N 12.3718 23.2920 14.9289 0.918 -0.346 0.312 0.00
C 13.0261 23.2110 16.0959 -0.554 -0.076 0.148 0.00
N 13.6073 23.1722 17.0903 0.209 0.225 0.350 0.00
C 9.7183 20.5351 21.1220 -0.031 -0.965 -1.497 0.02
C 10.3860 21.5258 20.4080 -0.727 -1.260 -0.306 0.00
C 10.6324 21.3087 19.0339 0.949 1.316 1.016 0.01
C 10.3269 20.1420 18.3404 0.496 -0.433 -1.158 0.00
C 9.6641 19.1585 19.0711 -0.856 0.584 1.685 0.02
C 9.3382 19.3617 20.4160 0.556 1.384 0.668 0.00
H 9.4629 20.5805 22.1680 0.087 0.333 0.158 0.00
H 10.6848 22.4226 20.9118 0.231 0.445 -0.053 0.00
H 11.2106 22.1457 18.6163 -0.211 -0.498 -0.494 0.00
H 9.2643 18.2689 18.6472 0.117 -0.704 -0.613 0.00
H 8.7831 18.6803 21.0300 -0.226 -0.754 -0.253 0.00
```
Positions in Å, forces in eV/Å.

Computed properties:
* HOMO level (spin up / spin down): -8.2 / -8.2 eV
* F_max: 0.073 hartree/bohr
* 2S+1: 3
* E_tot: -4699.8034 a.u.
* ΔE to the lowest compared entry with this formula, charge and spin: 7.7 kcal/mol
* HOMO-LUMO gap (spin up / spin down): 6.84 / 6.75 eV
* net charge: 0

Density functional theory data (ωB97M-V/def2-TZVPD) for a single H5NOSi2 molecule.

Geometry as XYZ:
```
9
Properties=species:S:1:pos:R:3:forces:R:3:mulliken_charge:R:1
N 0.1268 0.1645 0.7687 -1.417 -2.212 3.288 -0.40
O -0.1297 -0.5297 -1.6472 -3.334 1.499 0.049 -0.50
Si -1.1606 0.7558 -0.1861 2.458 -1.435 -1.473 0.48
Si 0.9053 -0.8530 -0.5102 0.829 2.431 1.603 0.49
H -0.0449 -0.2704 1.7507 0.333 1.185 -2.312 0.30
H -2.6171 0.3377 0.0700 0.964 0.551 -0.420 -0.05
H -0.6727 2.1659 -0.5257 -1.189 -0.799 -0.263 -0.02
H 1.9721 0.1208 -0.6081 1.389 -0.347 -0.573 -0.13
H 1.3417 -2.1502 -0.0723 -0.033 -0.872 0.099 -0.15
```
Positions in Å, forces in eV/Å.

Computed properties:
* HOMO level: -9.6 eV
* F_max: 0.082 hartree/bohr
* E_tot: -711.9857 a.u.
* ΔE to the lowest compared entry with this formula, charge and spin: 44.4 kcal/mol
* HOMO-LUMO gap: 9.47 eV
* net charge: 0

Density functional theory data (ωB97M-V/def2-TZVPD) for a molecular structure, C3H2CsLiO3.

Geometry as XYZ:
```
10
Properties=species:S:1:pos:R:3:forces:R:3:lowdin_spin:R:1
C -0.9011 0.3647 1.5690 0.340 1.312 0.929 0.57
C 0.0005 0.6869 0.4932 -1.348 0.894 -1.265 0.10
O -0.0552 1.6871 -0.2476 0.431 -0.937 1.168 0.19
Cs 1.3461 2.0921 -3.5169 -0.158 -0.186 0.546 0.00
H -1.8744 0.8553 1.6108 0.353 -0.019 0.100 0.03
H -0.5344 -0.1996 2.4266 -0.350 -0.063 -0.442 0.02
O -0.1124 -1.6122 0.4220 1.571 -0.411 -0.523 0.09
C 0.4897 -0.6260 -0.0896 -1.684 -0.957 -1.157 0.00
Li 0.6971 -2.6012 -1.3959 -0.257 0.709 0.691 0.00
O 0.9441 -0.6472 -1.2715 1.103 -0.343 -0.048 -0.01
```
Positions in Å, forces in eV/Å.

Computed properties:
* HOMO level (spin up / spin down): -11.5 / -12.5 eV
* F_max: 0.044 hartree/bohr
* 2S+1: 2
* E_tot: -368.7077 a.u.
* ΔE to the lowest compared entry with this formula, charge and spin: 6.7 kcal/mol
* HOMO-LUMO gap (spin up / spin down): 8.00 / 8.92 eV
* net charge: +1

Density functional theory data (ωB97M-V/def2-TZVPD) for 2 unconnected molecules or ions with the total composition C5H12NO2.

Geometry as XYZ:
```
20
Properties=species:S:1:pos:R:3:forces:R:3:lowdin_spin:R:1
C -0.9644 -0.5828 -0.4806 -0.410 5.044 -3.116 0.00
N -0.6660 -0.1798 -1.9193 1.199 -1.628 0.514 0.00
C 0.6338 -0.9012 -2.3722 -0.114 0.709 0.503 0.00
O 1.7179 -0.3870 -1.8034 -0.042 -0.287 -0.758 0.00
C 0.1135 -0.2657 0.4771 0.217 -1.898 2.613 0.03
C 0.6685 1.0730 0.8802 -0.826 1.459 -0.961 0.00
C 0.6361 1.2496 2.3871 -0.295 0.428 1.711 0.02
O -1.9744 0.0137 2.5248 -0.595 -0.085 0.399 0.95
H -1.8361 0.0457 -0.2657 -0.048 -0.006 0.500 0.00
H -1.3083 -1.5361 -0.3525 -0.446 -3.018 0.162 0.00
H -1.4096 -0.5092 -2.5421 -0.018 -0.100 0.272 0.00
H 0.5621 -0.8264 -3.4851 0.111 0.187 -0.483 0.00
H 0.5462 -2.0299 -2.2056 -0.378 0.213 0.275 0.00
H 0.9597 -0.9555 0.2618 -0.567 0.141 0.686 0.00
H -0.5374 -0.4435 1.4121 1.268 -0.977 -0.791 0.00
H -0.1074 1.7830 0.5553 0.280 0.305 -0.252 0.00
H 1.3810 0.7726 3.0348 0.418 -0.534 -0.534 0.00
H 0.6818 2.2938 2.7695 -0.004 -0.047 -0.678 0.00
H -0.3439 0.8660 2.7685 0.465 0.315 -0.269 0.00
H 1.6020 1.3459 0.3633 -0.216 -0.222 0.207 0.00
```
Positions in Å, forces in eV/Å.

Computed properties:
* HOMO level (spin up / spin down): 0.5 / 0.6 eV
* F_max: 0.116 hartree/bohr
* 2S+1: 2
* E_tot: -402.6877 a.u.
* ΔE to the lowest compared entry with this formula, charge and spin: 90.8 kcal/mol
* HOMO-LUMO gap (spin up / spin down): 6.58 / 6.54 eV
* net charge: -2